Below is C4H8N2O2 in the gas phase in a non-equilibrium geometry, with properties calculated with the ωB97M-V functional and the def2-TZVPD basis.

E_HOMO   -8.273 eV
Calculated total energy   -11346.66854 eV
LUMO energy   -3.8 eV
Orbital gap   4.48 eV

Structure (ORCA input):
```
! RIJCOSX wB97M-V def2-TZVPD def2/J DEFGRID3
* xyz 0 1
O -2.464 1.109 0.777
O 1.896 -0.720 1.331
N -1.923 -0.735 -0.489
N 1.298 0.313 -0.667
C -0.707 -0.770 0.241
C -2.757 0.251 -0.046
C 0.041 0.580 -0.145
C 2.259 -0.358 0.174
H -0.525 1.091 -0.928
H 1.746 0.975 -1.293
H -3.750 0.268 -0.530
H 3.140 0.355 0.153
H 2.684 -1.180 -0.476
H -0.840 -0.830 1.322
H -0.146 -1.626 -0.139
H 0.047 1.275 0.714
*
```

natural (NBO) population analysis, charges in e, atoms 1 to 5:
1 O -0.592
2 O -0.583
3 N -0.403
4 N -0.411
5 C -0.247

***

Below is 2 unconnected molecules or ions with the total composition C3H11BNO5 in a non-equilibrium geometry, with properties calculated with the ωB97M-V functional and the def2-TZVPD basis.

E_HOMO   -14.093 eV
Calculated total energy   -15688.61973 eV
LUMO energy   -4.8 eV
Orbital gap   9.29 eV

Structure (ORCA input):
```
! RIJCOSX wB97M-V def2-TZVPD def2/J DEFGRID3
* xyz 1 1
O 1.160 1.264 0.150
O 0.089 0.656 2.059
O -1.656 -1.170 -0.472
O -1.036 1.076 0.142
O -1.281 -0.253 -3.549
N -2.973 -0.037 1.228
C 2.649 -0.590 0.734
C 0.102 0.971 0.883
C 2.415 0.909 0.746
B -1.880 -0.030 0.335
H 3.162 -0.915 1.621
H 3.203 -0.867 -0.146
H -1.667 0.613 -3.783
H -1.710 -0.981 -4.040
H 3.175 1.374 0.144
H -2.942 0.782 1.822
H -2.886 -0.830 1.851
H 2.519 1.327 1.731
H -1.314 -0.414 -2.570
H -1.028 -1.717 0.003
H 1.703 -1.114 0.688
*
```

natural (NBO) population analysis, charges in e, atoms 1 to 5:
1 O -0.484
2 O -0.609
3 O -0.971
4 O -0.728
5 O -0.767

***

Below is a molecular structure, C24H41AsN5O2RhS3Si3 in a non-equilibrium geometry, with properties calculated with the ωB97M-V functional and the def2-TZVPD basis.

E_HOMO (alpha / beta)   -6.871 / -6.872 eV
Calculated total energy   -157074.46280 eV
LUMO energy (alpha / beta)   -0.7 / -0.7 eV
Orbital gap (alpha / beta)   6.20 / 6.20 eV

Structure (ORCA input):
```
! RIJCOSX wB97M-V def2-TZVPD def2/J DEFGRID3
* xyz 0 1
Rh 0.000 0.000 0.000
As -2.048 1.488 0.000
S -0.171 2.242 0.000
S 0.000 0.000 2.349
S 0.608 0.531 6.306
Si -1.950 3.516 -1.210
Si -3.950 0.450 -0.923
Si -2.659 2.223 2.152
O 1.771 -0.111 6.888
O 0.014 1.707 6.914
N -0.231 -1.886 0.000
N 1.918 3.400 0.918
N 2.299 1.156 0.484
N 0.775 0.715 4.690
N 1.805 -0.053 0.000
C 0.608 -4.541 0.240
C -0.048 -0.070 4.058
C -1.877 -1.845 4.542
C 1.481 2.180 0.511
C 2.545 -1.030 2.158
C -1.289 -1.316 7.268
C 1.809 -1.030 0.845
C -1.085 2.761 3.003
C -2.264 -2.254 6.920
C 0.992 -2.204 0.485
C 1.456 -3.504 0.625
C -0.531 4.520 -0.534
C -1.564 3.106 -2.988
C -3.870 3.634 2.235
C -0.913 -0.919 4.899
C -0.658 -4.239 -0.260
C -4.594 -0.911 0.180
C -1.027 -2.907 -0.361
C -0.642 -0.676 6.229
C -3.330 0.826 3.192
C -3.388 -0.406 -2.488
C -3.448 4.648 -1.234
C -5.375 1.564 -1.357
C -2.556 -2.516 5.567
H -3.318 -3.249 5.311
H -3.447 1.180 4.237
H 2.453 -3.707 0.995
H 0.399 3.916 -0.557
H 1.265 4.074 0.534
H -2.578 -1.124 -2.242
H -0.370 1.912 3.022
H -5.056 -0.483 1.083
H -3.007 0.335 -3.216
H -1.363 -0.990 0.000
H -3.391 4.541 1.827
H -4.797 3.378 1.682
H -2.628 -0.032 3.170
H -3.769 -1.599 0.453
H 2.871 3.535 0.620
H -4.113 3.835 3.299
H -3.714 5.005 -0.230
H -0.626 3.611 2.463
H -1.341 -5.021 -0.570
H -1.410 4.047 -3.556
H -1.313 3.071 4.043
H -5.378 -1.474 -0.367
H -0.400 5.432 -1.153
H -1.046 -1.097 8.301
H -5.696 2.141 -0.467
H -0.644 2.489 -3.037
H -4.242 -0.954 -2.938
H -5.070 2.230 -2.184
H -2.804 -2.787 7.699
H -2.093 -2.039 3.495
H -6.216 0.942 -1.723
H -4.323 0.521 2.827
H 2.284 -0.143 2.740
H -2.413 2.553 -3.433
H -0.758 4.825 0.506
H 3.622 -1.028 1.960
H 2.303 -1.912 2.758
H -3.199 5.536 -1.851
H 0.932 -5.573 0.320
H -4.326 4.165 -1.685
H -1.998 -2.611 -0.748
*
```

Löwdin population analysis, charges in e, atoms 1 to 5:
1 Rh 0.413
2 As 0.582
3 S 0.454
4 S 0.763
5 S 0.646

***

Below is a molecular structure, C23H32B2BrMgN6O2Se2 in a non-equilibrium geometry, with properties calculated with the ωB97M-V functional and the def2-TZVPD basis.

E_HOMO   -4.934 eV
Calculated total energy   -244946.22622 eV
LUMO energy   2.4 eV
Orbital gap   7.28 eV

Structure (ORCA input):
```
! RIJCOSX wB97M-V def2-TZVPD def2/J DEFGRID3
* xyz -1 1
Br -0.983 -2.204 1.954
Se 2.862 -1.975 2.998
Se 2.480 -3.120 -0.292
Mg -0.043 0.165 1.751
O 0.545 1.421 -1.222
O 0.002 -0.778 -1.077
N -2.029 1.634 1.340
N -0.239 -0.267 4.680
N -1.537 0.088 4.611
N -0.819 2.304 3.679
N -2.553 1.029 2.434
N 0.244 1.990 2.918
C -0.500 1.676 -6.137
C -0.642 -1.053 -3.457
C -2.291 -0.752 5.346
C -1.947 1.579 -6.644
C -0.641 3.506 4.249
C 4.151 -3.117 2.013
C -3.665 0.347 2.104
C -0.186 -1.333 5.467
C -1.460 -1.685 5.926
C 0.159 0.981 -2.448
C 0.591 3.992 3.856
C 1.101 2.993 3.017
C 4.067 -1.710 4.523
C -0.116 3.156 -6.081
C 0.073 1.672 -3.640
C 3.441 -4.101 1.113
C -0.735 -0.355 -4.658
C -3.872 0.491 0.748
C -2.814 1.307 0.321
C -0.181 -0.364 -2.356
C 0.450 0.974 -7.121
C -0.384 0.992 -4.772
C 1.065 -4.422 -0.569
B 0.437 0.339 -0.306
B -2.009 1.357 3.860
H 2.037 2.968 2.482
H -2.255 0.542 -6.777
H 2.687 -4.657 1.670
H 5.056 -1.433 4.166
H 0.748 -4.789 0.403
H 4.140 -4.800 0.650
H 4.811 -2.472 1.432
H -2.604 1.677 -0.671
H -1.734 -2.520 6.548
H -2.627 2.042 -5.926
H -0.239 3.603 -7.070
H 4.119 -2.618 5.121
H -1.386 3.934 4.898
H -2.871 1.893 4.512
H 0.407 1.448 -8.105
H 1.474 1.032 -6.748
H 1.408 -5.227 -1.216
H 0.756 -1.811 5.679
H 4.736 -3.640 2.770
H 0.343 2.718 -3.663
H -0.943 -2.089 -3.380
H -0.750 3.701 -5.381
H -2.051 2.093 -7.603
H -4.661 0.061 0.155
H -1.097 -0.894 -5.525
H -3.362 -0.644 5.391
H 3.654 -0.900 5.120
H 0.926 3.279 -5.781
H -4.221 -0.219 2.833
H 0.194 -0.079 -7.232
H 0.234 -3.881 -1.013
H 1.046 4.927 4.130
*
```

natural (NBO) population analysis, charges in e, atoms 1 to 5:
1 Br -0.870
2 Se 0.301
3 Se 0.279
4 Mg 1.549
5 O -0.681

***

Below is CH6N4 in the gas phase in a non-equilibrium geometry, with properties calculated with the ωB97M-V functional and the def2-TZVPD basis.

Structure (SMILES)   N/N=C/NN
E_HOMO   -7.997 eV
Calculated total energy   -7091.30205 eV
LUMO energy   1.1 eV
Orbital gap   9.05 eV

Structure (ORCA input):
```
! RIJCOSX wB97M-V def2-TZVPD def2/J DEFGRID3
* xyz 0 1
N 0.536 -1.261 -1.799
N 0.119 0.227 1.163
N -0.079 -1.201 -0.482
N 0.136 1.501 1.742
C -0.256 0.053 -0.068
H 1.155 -0.389 -1.773
H -0.007 1.175 2.733
H 0.237 -1.964 0.017
H -0.701 0.773 -0.734
H -0.727 2.191 1.563
H -0.414 -1.105 -2.362
*
```

natural (NBO) population analysis, charges in e, atoms 1 to 5:
1 N -0.649
2 N -0.310
3 N -0.486
4 N -0.651
5 C 0.162

***

Below is 2 unconnected molecules or ions with the total composition C4H11NO in a non-equilibrium geometry, with properties calculated with the ωB97M-V functional and the def2-TZVPD basis.

Structure (SMILES)   CC(N)=O.CC
E_HOMO   -9.740 eV
Calculated total energy   -7862.48921 eV
LUMO energy   0.8 eV
Orbital gap   10.55 eV

Structure (ORCA input):
```
! RIJCOSX wB97M-V def2-TZVPD def2/J DEFGRID3
* xyz 0 1
O -0.343 0.485 -1.214
N -0.534 2.331 -0.115
C -0.930 0.978 -0.282
C -2.030 0.307 0.539
C 1.358 -1.731 1.042
C 2.152 -2.009 -0.290
H -2.438 -0.639 0.132
H 2.233 -3.221 -0.356
H -2.955 0.936 0.613
H -0.849 2.756 0.701
H 0.275 2.718 -0.742
H 0.504 -1.289 0.798
H 1.849 -1.545 -1.241
H -1.456 0.057 1.455
H 1.122 -2.604 1.812
H 3.200 -1.797 -0.155
H 1.690 -0.831 1.448
*
```

natural (NBO) population analysis, charges in e, atoms 1 to 5:
1 O -0.615
2 N -0.859
3 C 0.670
4 C -0.730
5 C -0.621

***

> The lowest calculated total energy belongs to which entry?

C23H32B2BrMgN6O2Se2